[1]
Computed, not measured: a 16-piece molecular cluster, H32O16 overall at a distorted geometry, with ωB97M-V with the def2-TZVPD basis set.

Positions of all 48 atoms, in Å:
H  -1.431  -3.069  1.524
O  -2.821  -1.789  -1.103
O  -2.352  0.556  -2.569
H  0.096  4.615  2.266
O  2.090  -3.182  -0.723
O  0.780  3.921  2.256
H  -1.461  1.851  0.624
H  0.601  -1.858  3.004
H  -0.770  -3.157  -3.246
H  -4.022  0.705  1.026
O  2.493  2.074  -0.287
H  -2.429  1.131  -3.356
O  0.232  1.958  -2.479
O  -0.535  2.140  0.526
O  -0.498  -2.955  -2.378
H  1.135  -3.463  -0.554
H  -0.067  0.621  0.337
H  -1.086  -2.411  -1.849
H  2.161  2.398  0.531
H  2.729  -3.489  -0.040
H  -1.209  2.145  3.417
O  -0.536  1.419  3.490
O  -3.190  0.997  0.634
H  -1.679  0.987  -2.106
O  -0.125  -0.347  0.189
H  -1.564  -2.473  0.132
H  -3.069  -2.135  -1.924
H  -1.063  0.783  3.004
H  0.517  -1.686  1.539
H  0.503  -0.538  -0.536
O  1.299  -0.827  -1.973
H  1.835  -0.381  -2.617
H  0.355  3.187  1.776
H  1.922  0.033  2.305
H  -0.463  2.579  -0.320
H  0.733  2.317  -3.188
O  1.195  -1.777  2.230
O  2.105  0.951  2.538
O  -1.034  -3.004  0.706
O  3.187  -0.773  0.052
H  2.503  2.917  -0.766
H  1.320  1.070  3.104
H  2.924  0.115  -0.205
H  0.812  -1.566  -2.354
H  -2.612  0.487  1.245
H  0.542  1.089  -2.319
H  2.461  -1.305  -0.348
H  -2.514  -0.861  -1.219

---

[2]
Computed, not measured: a 16-piece molecular cluster, H32O16 overall at a distorted geometry, with ωB97M-V with the def2-TZVPD basis set.

Positions of all 48 atoms, in Å:
H  2.944  -0.969  -0.398
H  -1.441  -3.127  0.482
O  1.345  2.439  0.969
H  3.033  1.369  -0.761
H  -2.644  -0.390  1.433
H  0.763  -0.003  2.840
H  1.677  1.812  -1.267
H  -3.900  1.607  0.422
H  -0.886  -2.506  -2.734
H  1.357  -1.844  0.699
O  3.773  -1.297  -0.153
O  0.127  -0.447  0.134
H  -1.468  -1.151  2.117
H  0.591  -2.321  -1.154
H  -0.609  -0.121  -2.617
O  1.622  -2.654  1.203
H  1.703  -2.987  -2.065
H  -1.563  2.063  -1.654
H  1.063  -2.753  1.915
O  -1.137  2.709  1.411
O  1.474  -0.894  -3.998
H  4.155  -0.471  0.130
H  -0.448  0.065  3.584
O  -3.150  1.076  0.747
O  -2.197  2.750  -1.527
O  -0.450  0.764  -2.294
H  1.661  1.908  1.669
H  -1.562  1.632  2.756
H  -2.523  1.758  0.658
O  -1.261  -1.641  -2.594
H  -1.210  3.557  1.780
H  1.513  3.418  1.138
H  -1.651  3.505  -1.355
O  0.072  -0.611  3.192
H  -1.341  2.129  4.115
H  -1.437  -1.736  -1.630
O  -1.699  1.379  3.694
O  2.281  1.114  -1.318
H  -0.205  2.614  1.236
H  -0.512  0.192  0.440
O  -2.367  -1.288  1.773
H  0.229  1.156  -2.848
H  0.431  -0.077  -0.710
H  2.303  -1.133  -4.397
O  -0.886  -3.183  -0.267
H  -0.223  -3.855  0.016
O  1.409  -2.192  -1.616
H  1.233  -1.359  -3.198

---

[3]
Computed, not measured: a 16-piece molecular cluster, H33O16 overall at a distorted geometry, with ωB97M-V with the def2-TZVPD basis set.

Positions of all 49 atoms, in Å:
O  -0.338  -0.474  -4.968
O  -2.881  -0.293  -2.094
O  5.059  -0.896  -0.265
H  0.895  -2.819  2.624
H  1.434  -1.508  3.215
H  0.519  5.147  -2.090
H  -0.347  -3.052  1.119
H  0.463  1.793  1.783
H  -2.386  1.859  0.626
H  -0.891  -4.108  -1.535
O  1.073  -1.897  2.409
H  -1.764  -2.770  0.455
O  -4.342  -1.790  0.237
H  1.287  2.930  -0.782
O  0.409  4.190  -2.150
H  -2.365  0.267  4.615
H  -3.450  0.084  -2.773
H  0.574  4.032  -3.088
H  -1.414  -5.169  -0.425
O  3.990  2.306  0.180
H  -3.768  4.270  1.986
O  0.530  -0.690  0.245
H  4.736  1.698  0.225
H  1.838  2.081  2.436
H  -2.084  0.244  -2.133
O  -1.738  0.543  3.936
H  2.760  -2.136  -1.203
O  1.038  1.547  2.513
H  1.342  -0.462  0.730
H  5.054  -1.511  -1.009
H  -0.055  -1.342  0.916
H  0.016  0.048  -0.124
O  1.141  1.970  -0.820
H  0.279  2.056  -1.252
H  -2.449  4.394  1.424
H  3.115  -2.268  -2.727
H  -0.262  -1.328  -4.548
H  -5.111  -1.480  0.738
H  -3.780  -1.032  0.462
O  -1.841  1.071  0.742
H  5.224  -1.520  0.454
O  3.279  -2.618  -1.849
H  -2.135  0.188  3.138
H  3.301  1.855  -0.313
H  -0.422  -0.622  -5.913
O  -0.959  -4.345  -0.609
H  -1.823  0.801  1.660
O  -1.102  -2.463  1.083
O  -3.089  3.694  1.604

net charge	+1

---

[4]
Computed, not measured: a 16-piece molecular cluster, H33O16 overall at a distorted geometry, with ωB97M-V with the def2-TZVPD basis set.

Positions of all 49 atoms, in Å:
O  1.213  1.139  3.645
H  3.271  -2.799  -3.338
O  -0.938  -0.740  -4.007
H  3.125  -1.954  -2.082
H  -1.046  -0.279  -4.921
O  3.522  -2.850  -2.346
H  1.128  -1.446  -0.192
H  0.090  4.202  0.986
H  -3.036  1.425  -4.658
H  -0.483  -0.006  -3.479
H  2.519  4.112  -0.135
O  1.685  -1.183  2.694
O  -0.482  3.030  -1.198
H  0.967  1.563  -4.141
O  2.699  3.452  0.453
O  1.243  0.710  0.277
H  1.570  1.319  0.997
H  -3.443  -1.508  0.189
H  2.499  -1.459  2.320
O  -0.678  -0.997  1.585
O  -1.725  -3.932  2.645
H  -1.220  -0.570  2.276
H  0.939  4.207  2.326
O  -2.574  -1.241  -0.232
H  0.419  1.288  0.260
H  -2.010  2.101  -3.764
H  0.300  2.571  -0.730
H  -0.823  3.412  -0.424
H  -2.012  -4.818  0.486
O  0.479  3.648  1.629
H  -2.211  1.759  3.671
O  -2.013  1.888  -4.715
O  -2.070  -4.307  -0.402
O  1.449  -2.217  0.204
O  -2.216  1.388  2.833
H  -1.549  -0.980  0.885
H  3.708  3.416  0.302
H  2.408  -2.239  0.179
H  1.651  -1.923  3.300
H  0.990  0.458  2.803
H  -1.991  -3.006  2.627
H  -2.558  1.968  2.258
H  -1.309  -3.833  -0.513
H  -2.691  -4.208  2.627
H  -2.360  -2.004  -0.828
H  0.358  -0.877  1.412
O  0.627  1.672  -3.221
H  0.575  1.783  3.532
H  0.446  2.647  -2.979

net charge	+1

---

Respective orbital gap values: 8.90, 9.10, 10.62, 9.54 eV.
Respective energy relative to the best compared isomer or geometry (same formula, charge and spin) values: 5.250, 5.574, 3.475, 7.268 eV.
Respective LUMO energy values: -0.4, -1.0, -2.7, -3.3 eV.